Entry 1:
This record from OMol25 describes a molecular structure, C46H52O4P3PbS4. The level of theory is ωB97M-V/def2-TZVPD.

Computed properties:
charge = +2
expectation value of S² = 0.760
LUMO (spin up / spin down) = -0.16486 / -0.29003 Ha
HOMO-LUMO gap (spin up / spin down) = 8.12 / 5.18 eV
strongest force on any atom = 0.5 eV/A
spin multiplicity = 2

Each line ends with the Löwdin spin population.
Cartesian coordinates (Å):
Pb: 0.04 0.50 -0.40  0.1464
C: 3.06 -0.07 2.01  0.0152
C: 1.83 -0.30 2.91  0.0300
P: 0.23 0.46 2.40  0.1502
C: -0.97 -0.34 3.50  0.0209
C: -1.06 0.07 4.83  0.0068
C: -1.91 -0.61 5.69  0.0013
C: -2.65 -1.69 5.23  0.0016
C: -2.56 -2.09 3.90  -0.0001
C: -1.72 -1.41 3.03  0.0022
C: 0.25 2.19 2.87  0.0157
C: -0.94 2.89 2.70  0.0141
C: -1.01 4.23 3.03  -0.0020
C: 0.12 4.88 3.52  0.0152
C: 1.31 4.19 3.70  0.0007
C: 1.38 2.84 3.37  0.0118
P: 2.79 -0.22 0.18  0.0550
C: 4.17 0.73 -0.50  0.0079
C: 3.93 1.81 -1.34  0.0005
C: 5.00 2.56 -1.83  -0.0001
C: 6.30 2.23 -1.47  -0.0002
C: 6.54 1.15 -0.63  0.0006
C: 5.48 0.40 -0.15  0.0020
C: 3.24 -1.94 -0.20  0.0039
C: 3.94 -2.22 -1.37  0.0031
C: 4.23 -3.53 -1.71  -0.0003
C: 3.82 -4.57 -0.89  0.0036
C: 3.10 -4.30 0.28  -0.0001
C: 2.81 -2.98 0.61  0.0032
H: 3.84 -0.78 2.27  0.0013
H: 3.46 0.93 2.15  0.0001
H: 2.02 0.05 3.92  0.0053
H: 1.60 -1.36 2.99  0.0001
H: -0.49 0.92 5.18  0.0002
H: -1.98 -0.30 6.73  0.0003
H: -3.32 -2.21 5.91  0.0001
H: -3.15 -2.93 3.55  -0.0001
H: -1.64 -1.72 1.99  0.0001
H: -1.82 2.38 2.31  0.0002
H: -1.94 4.78 2.90  -0.0004
H: 0.07 5.94 3.77  0.0007
H: 2.18 4.69 4.11  -0.0001
H: 2.31 2.30 3.52  0.0008
H: 2.91 2.06 -1.63  0.0002
H: 4.82 3.40 -2.49  0.0000
H: 7.13 2.81 -1.85  0.0000
H: 7.55 0.89 -0.35  0.0001
H: 5.67 -0.46 0.49  0.0001
H: 4.27 -1.41 -2.02  0.0001
H: 4.79 -3.75 -2.62  -0.0001
H: 4.06 -5.60 -1.14  0.0002
H: 2.78 -5.11 0.92  -0.0001
H: 2.23 -2.78 1.51  0.0003
C: 2.26 5.35 -2.21  0.0020
C: 1.56 4.85 -3.46  0.0014
O: 0.21 4.37 -3.21  0.0113
P: -0.30 3.16 -2.37  0.0343
S: 0.33 1.39 -3.10  0.2308
S: 0.12 3.29 -0.40  0.0671
O: -1.85 3.24 -2.63  0.0046
C: -2.72 4.35 -2.25  0.0001
C: -2.38 5.67 -2.92  0.0004
H: 3.22 5.78 -2.49  0.0002
H: 2.43 4.55 -1.50  0.0009
H: 1.66 6.12 -1.73  0.0003
H: 2.12 4.05 -3.96  0.0013
H: 1.42 5.66 -4.16  0.0002
H: -2.71 4.44 -1.17  0.0001
H: -3.70 4.01 -2.57  0.0000
H: -1.49 6.12 -2.51  0.0002
H: -3.22 6.35 -2.77  0.0000
H: -2.24 5.53 -3.99  0.0000
O: -2.49 0.31 -0.31  0.0497
S: -3.65 0.96 -1.05  0.0036
C: -3.97 -0.03 -2.55  -0.0005
C: -3.71 -1.51 -2.35  0.0001
C: -2.23 -1.87 -2.50  -0.0002
C: -1.91 -3.22 -1.88  0.0010
S: -0.19 -3.31 -1.30  0.0132
O: 0.04 -1.99 -0.56  0.0529
C: 0.63 -3.24 -2.88  0.0010
C: 1.21 -2.07 -3.33  -0.0004
C: 1.84 -2.06 -4.56  0.0002
C: 1.90 -3.22 -5.32  0.0001
C: 1.33 -4.40 -4.85  0.0001
C: 0.69 -4.41 -3.62  0.0004
C: -5.09 0.49 -0.11  0.0034
C: -6.24 1.25 -0.28  0.0008
C: -7.38 0.91 0.43  0.0003
C: -7.35 -0.17 1.31  0.0001
C: -6.18 -0.90 1.50  0.0000
C: -5.04 -0.56 0.79  0.0004
H: -3.35 0.41 -3.33  -0.0001
H: -5.02 0.17 -2.78  0.0000
H: -4.31 -2.08 -3.06  0.0000
H: -4.05 -1.80 -1.35  0.0000
H: -1.66 -1.12 -1.96  0.0009
H: -1.92 -1.82 -3.54  0.0000
H: -2.04 -4.07 -2.56  0.0000
H: -2.50 -3.40 -0.98  0.0000
H: 1.19 -1.18 -2.71  -0.0012
H: 2.29 -1.14 -4.93  0.0001
H: 2.39 -3.21 -6.29  0.0000
H: 1.39 -5.31 -5.44  0.0000
H: 0.25 -5.33 -3.24  0.0002
H: -6.26 2.10 -0.96  0.0000
H: -8.29 1.49 0.31  0.0000
H: -8.24 -0.43 1.87  0.0000
H: -6.17 -1.73 2.19  0.0000
H: -4.10 -1.09 0.94  0.0001

=====

Entry 2:
This record from OMol25 describes 2 unconnected molecules or ions with the total composition C5H11NO in a non-equilibrium geometry. The level of theory is ωB97M-V/def2-TZVPD.

Computed properties:
charge = -1
expectation value of S² = 0.754
LUMO (spin up / spin down) = 0.11883 / 0.11246 Ha
HOMO-LUMO gap (spin up / spin down) = 2.30 / 5.31 eV
strongest force on any atom = 1.5 eV/A
spin multiplicity = 2
ΔE to the lowest compared entry with this formula, charge and spin = 78.1 kcal/mol

Each line ends with the natural charge from an NBO analysis.
Cartesian coordinates (Å):
C: 1.27 0.48 -0.60  -0.2280
C: 1.06 -0.58 -1.41  -0.0994
N: -0.15 -0.83 -2.12  -0.8712
C: 0.50 1.17 0.48  -0.4857
C: 1.09 0.79 1.85  -0.3929
C: 1.22 -0.54 2.31  -0.7295
H: 2.34 0.70 -0.58  0.1761
H: 1.91 -1.15 -1.75  0.1556
H: -0.97 -0.92 -1.52  0.3697
H: -0.19 -1.52 -2.84  0.3519
H: -0.60 1.07 0.46  0.1607
H: 0.75 2.23 0.37  0.1903
H: 1.44 1.65 2.42  0.1434
H: 2.06 -0.77 2.94  0.1613
H: 0.35 -1.16 2.15  0.1472
H: -3.79 0.55 -0.51  0.4703
H: -4.58 -0.78 -0.95  0.4605
O: -3.73 -0.39 -0.69  -0.9805

=====

Entry 3:
This record from OMol25 describes a molecular structure, C40H43CsF5O3P2Sb. The level of theory is ωB97M-V/def2-TZVPD.

Computed properties:
charge = 0
LUMO = 0.00498 Ha
HOMO-LUMO gap = 6.96 eV
strongest force on any atom = 0.9 eV/A
ΔE to the lowest compared entry with this formula, charge and spin = 0.0 kcal/mol

Each line ends with the Mulliken charge.
Cartesian coordinates (Å):
Cs: 1.28 -1.59 -1.24  1.6559
O: 0.47 -1.52 1.48  -0.8947
P: 0.50 -0.21 2.19  1.5503
C: 1.80 0.87 1.51  -1.1507
P: 1.42 1.89 0.05  1.1451
O: 0.75 1.15 -1.04  -0.9309
C: 0.43 3.26 0.70  0.3803
C: -0.75 3.59 0.06  -0.5257
C: -1.54 4.63 0.54  -0.6316
C: -1.14 5.34 1.66  -0.4363
C: 0.05 5.02 2.30  -0.9423
C: 0.83 3.98 1.82  -0.2880
C: 3.02 2.62 -0.33  0.8648
C: 3.19 3.99 -0.57  -0.3935
C: 4.45 4.49 -0.85  -0.7941
C: 5.55 3.64 -0.86  -0.6693
C: 5.39 2.28 -0.63  -0.7314
C: 4.13 1.77 -0.38  -0.5304
C: -1.11 0.62 2.13  0.3307
C: -1.72 1.20 3.24  -0.3975
C: -2.98 1.77 3.12  -0.8717
C: -3.64 1.78 1.90  -1.0045
C: -3.03 1.20 0.79  -0.4218
C: -1.78 0.62 0.90  0.1332
C: 0.93 -0.33 3.94  0.2113
C: 0.94 -1.60 4.51  -0.7158
C: 1.25 -1.75 5.86  -0.6884
C: 1.56 -0.63 6.62  -0.4738
C: 1.56 0.63 6.05  -0.8374
C: 1.25 0.78 4.71  -0.1630
H: 2.62 0.19 1.25  0.5491
H: 2.18 1.54 2.28  0.5594
H: -1.05 3.01 -0.81  0.5442
H: -2.47 4.88 0.04  0.4156
H: -1.76 6.14 2.03  0.4034
H: 0.36 5.58 3.17  0.4161
H: 1.78 3.76 2.31  0.4927
H: 2.34 4.65 -0.54  0.4373
H: 4.58 5.55 -1.04  0.3997
H: 6.54 4.04 -1.07  0.4216
H: 6.25 1.62 -0.66  0.5809
H: 4.01 0.71 -0.25  -0.0313
H: -1.24 1.19 4.21  0.4461
H: -3.45 2.21 3.99  0.4459
H: -4.62 2.23 1.81  0.4414
H: -3.53 1.21 -0.17  0.5400
H: -1.30 0.21 0.03  0.3615
H: 0.70 -2.46 3.90  0.4348
H: 1.26 -2.73 6.30  0.4101
H: 1.81 -0.75 7.67  0.3884
H: 1.80 1.50 6.65  0.4219
H: 1.24 1.78 4.27  0.3011
F: 8.63 0.80 -3.22  -0.3456
C: 7.46 0.25 -2.85  0.6734
C: 7.41 -0.73 -1.87  0.1264
F: 8.56 -1.14 -1.30  -0.3386
C: 6.21 -1.29 -1.48  0.5172
F: 6.23 -2.25 -0.53  -0.3697
C: 4.97 -0.93 -2.05  -0.3442
O: 3.85 -1.45 -1.69  -0.8882
C: 5.07 0.08 -3.04  0.5098
F: 3.94 0.54 -3.61  -0.4379
C: 6.27 0.65 -3.43  0.2064
F: 6.28 1.63 -4.35  -0.3524
C: -5.24 -0.32 -2.12  -1.6414
C: -4.71 -1.45 -1.23  0.5404
C: -5.76 -2.54 -1.05  -1.3162
Sb: -2.73 -1.98 -1.97  0.1523
C: -3.17 -2.58 -4.02  0.2731
C: -1.96 -3.34 -4.54  -1.3924
C: -4.46 -3.34 -4.30  -1.2789
C: -2.35 -3.89 -0.99  0.4028
C: -2.41 -3.62 0.51  -1.2588
C: -3.17 -5.11 -1.40  -1.3521
H: -6.16 0.09 -1.71  0.4362
H: -5.47 -0.69 -3.12  0.3255
H: -4.52 0.49 -2.23  0.3619
H: -4.49 -1.04 -0.24  0.2503
H: -5.99 -3.06 -1.97  0.1957
H: -6.69 -2.10 -0.68  0.4827
H: -5.45 -3.29 -0.31  0.2437
H: -3.22 -1.62 -4.54  0.3461
H: -1.83 -4.29 -4.02  0.2645
H: -1.03 -2.77 -4.42  0.3170
H: -2.06 -3.56 -5.61  0.4261
H: -4.52 -4.28 -3.74  0.1778
H: -4.53 -3.59 -5.36  0.4942
H: -5.35 -2.75 -4.05  0.2165
H: -1.31 -4.09 -1.25  0.3484
H: -3.42 -3.37 0.84  0.2003
H: -1.75 -2.81 0.82  0.2786
H: -2.11 -4.51 1.07  0.4639
H: -4.24 -4.97 -1.25  0.1976
H: -2.87 -5.97 -0.80  0.4554
H: -3.01 -5.37 -2.44  0.2739

=====

Entry 4:
This record from OMol25 describes 2 unconnected molecules or ions with the total composition C10H15F6O3 in a non-equilibrium geometry. The level of theory is ωB97M-V/def2-TZVPD.

Computed properties:
charge = -1
LUMO = 0.11622 Ha
HOMO-LUMO gap = 4.98 eV
strongest force on any atom = 2.4 eV/A

Each line ends with the natural charge from an NBO analysis.
Cartesian coordinates (Å):
O: 0.36 -1.61 2.63  -0.6973
C: 0.80 -0.62 1.72  0.0196
C: -0.29 0.34 1.38  -0.4457
C: -1.48 -0.35 0.69  -0.7109
C: -2.67 0.54 0.84  -0.1408
O: -3.45 0.43 2.12  -0.5678
C: -4.27 -0.55 2.23  1.1642
F: -4.97 -0.81 1.13  -0.3475
F: -5.16 -0.27 3.20  -0.3581
F: -3.71 -1.70 2.58  -0.3387
C: 2.02 0.10 2.28  0.9421
F: 1.73 1.11 3.07  -0.3312
F: 2.83 -0.69 2.97  -0.3447
F: 2.71 0.61 1.28  -0.3304
H: 1.04 -2.29 2.64  0.4589
H: 1.15 -1.09 0.80  0.1729
H: 0.14 1.10 0.75  0.2012
H: -0.62 0.85 2.29  0.1689
H: -1.65 -1.30 1.18  0.1685
H: -2.29 1.54 0.86  0.1654
H: -3.33 0.48 -0.01  0.1717
C: 1.34 0.82 -3.73  -0.4290
C: 2.05 -0.48 -3.37  -0.4328
C: 2.47 -0.23 -1.93  -0.0604
O: 1.48 0.63 -1.38  -0.5298
C: 0.65 1.15 -2.41  -0.0773
H: 0.65 0.72 -4.56  0.2084
H: 2.07 1.59 -3.98  0.1883
H: 1.35 -1.32 -3.42  0.2057
H: 2.90 -0.72 -4.02  0.2012
H: 3.44 0.28 -1.88  0.1540
H: 2.52 -1.14 -1.34  0.1817
H: -0.33 0.66 -2.34  0.1958
H: 0.51 2.22 -2.27  0.1739

=====

Entry 5:
This record from OMol25 describes 2 unconnected molecules or ions with the total composition C3H4Cl2S2 in a non-equilibrium geometry. The level of theory is ωB97M-V/def2-TZVPD.

Computed properties:
charge = 0
LUMO (spin up / spin down) = -0.04401 / -0.04418 Ha
HOMO-LUMO gap (spin up / spin down) = 7.37 / 7.36 eV
strongest force on any atom = 4.6 eV/A
ΔE to the lowest compared entry with this formula, charge and spin = 31.2 kcal/mol

Each line ends with the natural charge from an NBO analysis.
Cartesian coordinates (Å):
C: -2.00 -0.29 0.80  -0.4163
C: -1.72 -0.41 -0.49  -0.2178
C: 1.98 0.87 -0.25  -0.4117
S: 2.83 -1.91 -0.50  -0.3855
S: 2.09 -0.56 0.63  0.5348
Cl: -1.11 0.96 -1.44  -0.0354
Cl: 1.45 2.35 0.50  0.0420
H: -2.12 0.58 1.42  0.2188
H: -2.20 -1.22 1.51  0.2190
H: -1.54 -1.45 -1.02  0.2383
H: 2.33 1.08 -1.17  0.2138

=====

Entry 6:
This record from OMol25 describes a molecular structure, C19H23GaNO3P in a non-equilibrium geometry. The level of theory is ωB97M-V/def2-TZVPD.

Computed properties:
charge = -2
LUMO = 0.14840 Ha
HOMO-LUMO gap = 3.42 eV
strongest force on any atom = 1.1 eV/A

Each line ends with the natural charge from an NBO analysis.
Cartesian coordinates (Å):
N: 3.78 1.80 -0.96  -1.1857
P: 3.26 0.67 -2.17  0.5827
O: 3.56 -0.83 -1.42  -1.0080
Ga: 0.90 0.92 -2.35  0.3476
C: 0.11 1.31 -0.47  0.4786
O: -0.27 0.38 0.30  -0.8759
O: 0.05 2.53 -0.16  -0.8454
H: 4.19 2.63 -1.35  0.3633
H: 3.06 2.03 -0.28  0.3756
H: 3.03 -0.82 -0.61  0.4673
H: 0.32 -0.45 -2.99  -0.3419
H: 0.69 2.18 -3.34  -0.3331
C: 7.06 5.03 0.00  -0.2197
C: 5.72 5.32 -0.21  -0.1970
C: 4.81 5.20 0.83  -0.2001
C: 5.25 4.80 2.09  -0.2050
C: 6.59 4.51 2.30  -0.2177
C: 7.50 4.63 1.26  -0.2227
H: 7.77 5.12 -0.81  0.2027
H: 5.38 5.63 -1.19  0.2131
H: 3.77 5.42 0.67  0.2304
H: 4.54 4.70 2.90  0.2137
H: 6.93 4.19 3.28  0.2006
H: 8.54 4.39 1.42  0.1986
C: -3.25 -0.27 0.33  -0.1288
C: -3.53 1.08 0.48  -0.2182
C: -4.84 1.52 0.41  -0.2273
C: -5.88 0.62 0.20  -0.2525
C: -5.60 -0.73 0.05  -0.2313
C: -4.28 -1.17 0.11  -0.2569
H: -2.21 -0.60 0.37  0.2733
H: -2.71 1.77 0.64  0.2629
H: -5.06 2.58 0.53  0.1950
H: -6.91 0.97 0.15  0.1857
H: -6.40 -1.44 -0.12  0.1862
H: -4.06 -2.23 -0.02  0.1913
C: -2.95 -4.92 0.45  -0.2046
C: -3.24 -5.09 -0.89  -0.2026
C: -3.76 -6.30 -1.33  -0.2163
C: -4.01 -7.32 -0.43  -0.2273
C: -3.73 -7.14 0.92  -0.2301
C: -3.20 -5.94 1.36  -0.2029
H: -2.54 -3.98 0.80  0.2373
H: -3.04 -4.29 -1.59  0.2329
H: -3.98 -6.44 -2.39  0.2064
H: -4.43 -8.26 -0.78  0.1989
H: -3.93 -7.94 1.62  0.1993
H: -2.98 -5.80 2.41  0.2078

=====

Entry 7:
This record from OMol25 describes a molecular structure, C20H42Br2ClN3OSi2 in a non-equilibrium geometry. The level of theory is ωB97M-V/def2-TZVPD.

Computed properties:
charge = 0
LUMO = -0.06301 Ha
HOMO-LUMO gap = 3.88 eV
strongest force on any atom = 3.8 eV/A

Each line ends with the Mulliken charge.
Cartesian coordinates (Å):
C: -0.36 5.28 -2.72  -1.4120
C: 0.54 4.25 -3.39  -0.2655
Br: -0.14 3.97 -5.22  -0.1115
C: 0.55 2.86 -2.71  -0.6263
Br: -1.11 2.40 -1.80  -0.0418
C: 1.73 2.65 -1.77  -0.2716
C: 1.38 2.50 -0.29  -0.7570
N: 2.26 1.84 0.34  0.4488
C: 2.13 1.54 1.78  -1.2844
C: 3.38 1.86 2.60  -0.4177
C: 2.96 1.99 4.06  -0.7805
Cl: 1.93 0.61 4.57  -0.1492
C: 3.32 1.47 -0.61  0.1276
C: 4.43 0.50 -0.20  -1.2146
C: 4.01 -0.75 0.56  -0.1759
O: 4.79 -1.29 1.24  -0.4768
C: 2.54 1.31 -1.90  0.1355
C: 1.52 0.17 -2.00  1.0787
C: 2.15 -1.22 -2.26  -0.6325
N: 1.14 -2.00 -3.00  -0.6494
H: -0.15 5.34 -1.66  0.3154
H: -0.13 6.24 -3.17  0.4471
H: -1.40 5.08 -2.92  0.4429
H: 1.56 4.59 -3.49  0.5160
H: 0.65 2.14 -3.51  0.7369
H: 2.36 3.55 -1.77  0.5593
H: 0.51 2.87 0.22  0.6234
H: 1.91 0.47 1.87  0.5023
H: 1.25 2.07 2.13  0.7205
H: 4.05 1.00 2.54  0.2139
H: 3.85 2.77 2.24  0.4297
H: 2.35 2.88 4.16  0.3557
H: 3.81 1.99 4.73  0.4438
H: 3.87 2.40 -0.79  0.1585
H: 5.22 1.02 0.33  0.5246
H: 4.89 0.15 -1.13  0.5378
H: 2.98 -1.15 0.54  0.3525
H: 3.09 1.30 -2.83  0.6530
H: 0.91 0.07 -1.10  -1.5644
H: 0.83 0.32 -2.81  0.6211
H: 3.07 -1.12 -2.82  0.4658
H: 2.28 -1.70 -1.29  0.2150
H: 0.54 -2.43 -2.29  0.2453
H: 1.59 -2.76 -3.51  0.2680
C: -4.44 -5.29 -0.11  -1.0247
Si: -4.20 -3.67 0.84  0.0603
C: -4.28 -4.11 2.68  -1.0429
C: -5.70 -2.58 0.45  -1.0490
N: -2.73 -2.99 0.37  -0.0949
Si: -2.12 -1.55 0.96  -0.1675
C: -1.79 -1.57 2.82  -0.9883
C: -3.21 -0.05 0.58  -0.9438
C: -0.45 -1.24 0.11  -0.1781
H: -5.38 -5.77 0.16  0.2798
H: -4.44 -5.10 -1.19  0.2497
H: -3.62 -5.98 0.11  0.2536
H: -5.14 -4.76 2.89  0.3521
H: -4.39 -3.22 3.30  0.3073
H: -3.37 -4.64 2.99  0.2595
H: -5.65 -2.21 -0.58  0.2546
H: -5.77 -1.73 1.13  0.3035
H: -6.63 -3.15 0.55  0.3598
H: -2.72 -1.52 3.39  0.3086
H: -1.17 -0.71 3.12  0.2496
H: -1.25 -2.48 3.11  0.2846
H: -3.52 -0.04 -0.46  0.2582
H: -2.64 0.88 0.77  0.2766
H: -4.10 -0.01 1.21  0.3214
H: -0.58 -1.17 -0.97  0.2576
H: 0.25 -2.05 0.33  0.2145
H: 0.00 -0.29 0.46  -0.6702

=====

Entry 8:
This record from OMol25 describes a molecular structure, C8H9ClN2O in a non-equilibrium geometry. The level of theory is ωB97M-V/def2-TZVPD.

Computed properties:
charge = +2
LUMO (spin up / spin down) = -0.40470 / -0.40471 Ha
HOMO-LUMO gap (spin up / spin down) = 6.15 / 6.15 eV
strongest force on any atom = 4.3 eV/A
ΔE to the lowest compared entry with this formula, charge and spin = 14.0 kcal/mol

Each line ends with the natural charge from an NBO analysis.
Cartesian coordinates (Å):
C: 1.11 -1.34 -0.59  -0.0936
C: 0.87 0.91 0.57  -0.1053
C: 2.46 -1.11 -0.65  -0.2258
C: 2.26 1.00 0.57  -0.2313
C: 0.29 -0.34 0.09  -0.2540
C: 3.07 0.00 -0.02  0.0956
C: -1.07 -0.74 0.29  0.5994
C: -2.28 1.83 -0.30  -0.4981
N: -1.69 -1.90 0.23  -0.6921
N: -2.46 0.49 0.16  0.3204
O: -3.53 0.06 0.46  -0.0630
Cl: 4.78 0.12 -0.05  0.2142
H: 0.74 -2.33 -0.96  0.2653
H: 0.26 1.68 1.10  0.2537
H: 3.12 -1.90 -1.08  0.2845
H: 2.68 2.05 0.68  0.2899
H: -1.20 2.00 -0.27  0.2620
H: -2.93 2.51 0.14  0.3065
H: -2.72 1.76 -1.44  0.3438
H: -1.15 -2.71 0.59  0.4695
H: -2.62 -2.04 0.48  0.4584